# 1
Molecular formula: C2H4BNO4
Method: DFT, wB97M-V/def2-TZVPD

XYZ file:
```
12
Properties=species:S:1:pos:R:3:mulliken_charge:R:1
H -1.975 0.746 -0.259 0.3132
B -1.080 -1.374 0.346 0.4384
H 2.199 2.952 -1.080 0.2893
C -1.015 0.126 -0.087 -0.0175
O -2.193 -2.012 0.089 -0.4961
H -2.584 -2.738 0.529 0.3097
O 2.826 1.427 0.120 -0.4017
N 0.169 0.595 -0.011 -0.2010
O 0.644 1.883 -0.557 -0.2075
H 0.952 -1.631 0.720 0.3626
C 2.013 2.103 -0.410 0.1982
O 0.043 -2.076 0.601 -0.5876
```

Properties
Max |F| ... 0.070 hartree/bohr
Charge ... 0
SMILES ... O=CO/N=C/B(O)O
Calculated total energy ... -459.1935 hartree
HOMO-LUMO gap ... 10.5 eV

# 2
Molecular formula: C2H4BaLiO
Method: DFT, wB97M-V/def2-TZVPD

XYZ file:
```
9
Properties=species:S:1:pos:R:3:lowdin_spin:R:1
Ba 0.302 2.303 0.453 0.2443
Li 2.167 -0.826 0.054 0.1607
H -0.620 -1.583 -1.801 0.0020
C -0.679 -1.309 0.267 0.2753
H -1.268 0.509 -1.056 0.1922
H -1.317 -1.474 1.149 0.0178
H -2.121 -2.024 -1.118 -0.0061
C -1.317 -1.288 -1.002 -0.0236
O 0.243 -0.372 0.569 0.1373
```

Properties
Max |F| ... 0.052 hartree/bohr
Charge ... 0
Spin multiplicity ... 2
Calculated total energy ... -186.6529 hartree
Expectation value of S² ... 0.820
HOMO-LUMO gap (spin up / spin down) ... 3.7 / 3.8 eV

# 3
Molecular formula: C2H4Br2
Method: DFT, wB97M-V/def2-TZVPD

XYZ file:
```
8
Properties=species:S:1:pos:R:3:mulliken_charge:R:1
Br 1.527 1.499 0.540 -0.1412
H -0.857 1.020 -0.706 0.3898
C -0.577 -0.008 -0.476 -0.6018
C 0.419 -0.118 0.659 -0.5097
H -0.031 -0.054 1.649 0.3016
Br 0.017 -0.892 -2.113 -0.1250
H 1.041 -1.013 0.638 0.3673
H -1.539 -0.434 -0.191 0.3190
```

Properties
Max |F| ... 0.020 hartree/bohr
Charge ... 0
SMILES ... BrCCBr
Calculated total energy ... -5226.6256 hartree
HOMO-LUMO gap ... 11.0 eV

# 4
Molecular formula: C2H4Br2F24O2P4V2
Method: DFT, wB97M-V/def2-TZVPD

XYZ file:
```
40
Properties=species:S:1:pos:R:3:lowdin_spin:R:1
P -2.616 3.647 -2.335 0.0014
P 0.038 -1.746 -3.590 0.0002
F -4.074 2.903 -2.603 0.0084
F -1.092 -2.280 -4.688 0.0000
H 1.396 0.831 6.523 0.0000
C 1.097 1.762 4.651 0.0000
F 1.125 -2.776 -4.144 0.0003
V 1.863 -0.941 -0.571 1.1837
F 0.864 -4.106 -0.697 -0.0001
O 3.147 -0.120 -0.987 -0.2614
F 0.684 0.949 -1.006 0.0105
F -1.671 0.951 -0.326 0.0115
C 0.796 0.601 5.643 0.0000
F -2.058 2.141 -2.474 0.0016
F -1.024 0.145 1.694 0.0005
F -0.297 -0.848 -0.286 0.0034
F 1.131 0.113 1.069 0.0234
F 2.653 -2.751 -0.996 0.0144
Br 1.479 -1.131 5.020 0.0000
F 1.020 -1.083 -2.530 0.0086
Br 0.905 3.491 5.709 0.0000
F -2.421 4.028 -3.833 0.0000
V -3.613 1.248 -1.227 1.1996
F 1.607 -5.157 1.000 0.0004
F 3.661 -3.830 0.857 0.0006
F -3.404 5.035 -2.031 0.0006
P 2.187 -3.960 0.023 0.0011
F 0.441 -0.617 -4.722 -0.0003
F -0.484 -2.931 -2.590 0.0001
F -1.000 -0.795 -2.965 0.0002
F 2.762 -5.055 -1.014 -0.0003
O -4.708 1.139 -0.152 -0.2270
H 2.075 1.595 4.200 0.0000
F -1.179 4.186 -1.747 -0.0002
H 0.408 1.695 3.809 0.0000
P -0.227 0.634 0.297 0.0010
F 1.722 -2.722 0.945 0.0143
F -0.016 2.112 0.849 0.0005
F -2.943 3.095 -0.760 0.0031
H -0.237 0.545 5.986 0.0000
```

Properties
Max |F| ... 0.145 hartree/bohr
Charge ... 0
Spin multiplicity ... 3
Calculated total energy ... -11028.0453 hartree
Expectation value of S² ... 2.072
HOMO-LUMO gap (spin up / spin down) ... 4.9 / 5.3 eV

# 5
Molecular formula: C2H4Br2N
Method: DFT, wB97M-V/def2-TZVPD

XYZ file:
```
9
Properties=species:S:1:pos:R:3:mulliken_charge:R:1
H -0.184 -1.042 1.436 0.3887
H 0.592 -0.929 -1.657 0.4370
Br 3.184 -0.926 0.025 0.0487
C 0.586 -0.653 -0.618 -0.5361
N -0.001 0.545 -0.087 -0.1485
H 0.563 1.147 0.523 0.3400
Br -2.191 -1.351 -0.142 0.0273
C -0.417 -0.800 0.404 0.1239
H -0.649 1.086 -0.674 0.3191
```

Properties
Max |F| ... 0.059 hartree/bohr
Charge ... +1
Calculated total energy ... -5280.9855 hartree
HOMO-LUMO gap (spin up / spin down) ... 7.9 / 7.6 eV

# 6
Molecular formula: C2H4Br3PS
Method: DFT, wB97M-V/def2-TZVPD

XYZ file:
```
11
Properties=species:S:1:pos:R:3:mulliken_charge:R:1
C 1.091 1.406 0.817 -0.7459
S 1.661 -1.387 2.541 -0.3074
H 0.713 2.310 1.306 0.4131
H 0.897 1.202 -0.213 0.3837
H -0.458 -1.680 0.182 0.3751
Br -1.020 1.045 3.033 -0.1914
Br 3.028 1.326 1.050 -0.0987
P 0.407 -0.084 1.802 0.6183
C -0.870 -0.816 0.671 -0.8747
Br -2.217 -1.749 1.820 -0.0725
H -1.179 -0.169 -0.065 0.5004
```

Properties
Max |F| ... 0.071 hartree/bohr
Charge ... 0
SMILES ... S=P(Br)(CBr)CBr
Calculated total energy ... -8540.2071 hartree
HOMO-LUMO gap ... 9.2 eV

# 7
Molecular formula: C2H4BrCl
Method: DFT, wB97M-V/def2-TZVPD

XYZ file:
```
8
Properties=species:S:1:pos:R:3:mulliken_charge:R:1
H 0.186 1.042 1.688 0.2912
H -0.079 -0.190 -0.960 0.2947
H 0.282 1.770 0.004 0.3292
C 0.116 0.884 0.670 -0.4524
Br -2.455 0.632 -0.120 -0.0002
C -0.480 -0.200 0.058 -0.2758
H -0.571 -1.170 0.572 0.3706
Cl 3.760 0.875 -0.184 -0.5573
```

Properties
Max |F| ... 0.069 hartree/bohr
Charge ... 0
Calculated total energy ... -3112.6423 hartree
HOMO-LUMO gap (spin up / spin down) ... 4.4 / 4.4 eV

# 8
Molecular formula: C2H4BrCl2OP
Method: DFT, wB97M-V/def2-TZVPD

XYZ file:
```
11
Properties=species:S:1:pos:R:3:mulliken_charge:R:1
C 0.028 -0.747 -0.152 -0.3422
P 0.927 0.861 -0.563 0.8582
H -2.166 -0.085 0.132 0.3428
H -1.508 -1.316 1.259 0.2937
H 0.027 -1.283 -1.039 0.5009
Cl -0.257 1.964 -1.765 -0.2014
C -1.216 -0.385 0.620 -1.0548
Br 1.316 -1.456 1.120 -0.0271
O 1.265 1.654 0.682 -0.5472
Cl 2.550 0.348 -1.656 -0.1878
H -0.968 0.446 1.362 0.3648
```

Properties
Max |F| ... 0.069 hartree/bohr
Charge ... 0
Calculated total energy ... -3989.6676 hartree
HOMO-LUMO gap ... 10.8 eV